No. 1
# C31H31F5I2N2O2PdSb2

A structure of composition C31H31F5I2N2O2PdSb2 (ωB97M-V/def2-TZVPD, the Open Molecules 2025 dataset).

Results
- LUMO level (alpha / beta) (eV) = -5.0 / -8.0
- HOMO-LUMO gap (alpha / beta) (eV) = 7.99 / 5.34
- energy relative to the best compared isomer or geometry (same formula, charge and spin) (kcal per mole) = 0.0

Structure (ORCA input):
```
! RIJCOSX wB97M-V def2-TZVPD def2/J DEFGRID3
* xyz 2 5
Pd 0.0816 0.1503 -0.3552
I 4.4841 -2.0905 5.4229
C 2.9538 -1.3830 4.2772
C 2.3185 -0.1787 4.6258
C 1.2877 0.2965 3.8613
I 0.3568 2.0726 4.3174
C 0.8408 -0.4274 2.6857
O -0.1120 -0.0120 1.9913
C 1.5450 -1.6495 2.3325
C 1.0813 -2.4327 1.1388
N 1.2389 -1.7378 -0.1626
C 2.6333 -1.3785 -0.4870
C 3.0259 -0.0863 0.1862
C 4.2649 0.1178 0.7677
C 4.5454 1.3542 1.3296
C 3.5806 2.3499 1.2976
C 2.3641 2.0681 0.7038
N 2.0968 0.8790 0.1587
C 2.5507 -2.1072 3.1283
H 2.6497 0.3647 5.5002
H 0.0210 -2.6763 1.2411
H 1.6391 -3.3730 1.1039
H 0.8986 -2.3676 -0.8817
H 2.6766 -1.2316 -1.5694
H 3.3303 -2.1809 -0.2307
H 4.9947 -0.6802 0.7812
H 5.5066 1.5384 1.7905
H 3.7596 3.3254 1.7255
H 1.5726 2.8071 0.6620
H 3.0567 -3.0344 2.8903
C 0.7666 3.1758 -3.1590
Sb -0.1425 1.2861 -2.8439
C 0.6232 0.2092 -4.4960
C -2.1277 1.5905 -3.5902
C -2.9061 2.7269 -2.9945
C -2.5953 4.0184 -3.4305
C -3.2688 5.1326 -2.9655
C -4.3055 4.9759 -2.0542
C -4.6418 3.7047 -1.6297
C -3.9529 2.5724 -2.0751
C -4.3804 1.2535 -1.5186
Sb -3.5926 1.1334 0.5101
C -1.8545 2.3331 0.4777
C -3.3214 -0.4349 1.9128
H 0.3577 3.9213 -2.4805
H 0.5829 3.4801 -4.1882
H 1.8394 3.0856 -2.9996
H -0.0144 -0.6481 -4.6970
H 1.6346 -0.1377 -4.2960
H 0.6305 0.8743 -5.3582
H -2.6271 0.6254 -3.5297
H -1.9395 1.7948 -4.6465
H -1.8203 4.1453 -4.1769
H -3.0058 6.1151 -3.3329
H -4.8592 5.8329 -1.6973
H -5.4706 3.5765 -0.9419
H -4.0044 0.3700 -2.0164
H -5.4592 1.1918 -1.4006
H -1.6244 2.7490 1.4548
H -2.0021 3.1160 -0.2652
H -1.0076 1.7107 0.1526
H -4.1985 -1.0738 1.8866
H -3.2213 0.0352 2.8887
H -2.4183 -0.9705 1.6397
F -3.5341 -5.2119 -3.2393
C -3.1689 -4.0721 -2.6769
C -4.0282 -3.3837 -1.8354
F -5.2368 -3.8597 -1.5851
C -3.6305 -2.1944 -1.2475
F -4.5352 -1.5803 -0.4532
C -2.3715 -1.6148 -1.4447
O -2.0156 -0.4580 -0.8860
C -1.5514 -2.3342 -2.3184
F -0.3188 -1.8554 -2.6383
C -1.9204 -3.5277 -2.9156
F -1.0625 -4.1390 -3.7242
*
```

---

No. 2
# C31H31HgN9O5S3

A structure of composition C31H31HgN9O5S3 (ωB97M-V/def2-TZVPD, the Open Molecules 2025 dataset).

Results
- LUMO level (alpha / beta) (eV) = 1.9 / 1.7
- HOMO-LUMO gap (alpha / beta) (eV) = 5.36 / 5.42
- energy relative to the best compared isomer or geometry (same formula, charge and spin) (kcal per mole) = 71.2

Structure (ORCA input):
```
! RIJCOSX wB97M-V def2-TZVPD def2/J DEFGRID3
* xyz -1 2
Hg -0.6379 0.6002 0.3065
N 4.5606 2.1040 -1.3485
C 3.4890 2.0310 -2.1813
N 2.2669 2.4865 -1.7927
C 1.4520 2.5282 -2.9117
C 2.1011 2.2154 -4.0584
S 3.7080 1.6191 -3.8531
C 0.0849 3.0285 -2.8937
C -0.8020 2.8566 -3.9226
S -2.2638 3.7378 -3.7393
C -1.6419 4.1510 -2.0691
N -0.3634 3.8034 -1.8216
N -2.3460 4.9899 -1.3200
H 4.4420 2.5300 -0.4252
H 5.4788 1.9057 -1.6613
H 1.6958 2.1465 -5.0552
H -0.6819 2.2013 -4.7929
H -3.2758 5.2877 -1.6210
H -1.9693 5.2200 -0.4025
C 3.0927 -2.5154 4.6746
C 2.3431 -1.2077 4.8817
N 2.3474 -0.4309 3.5617
C 3.5616 0.4193 3.3227
C 4.6517 -0.2596 2.4807
C 1.2872 -0.5763 2.7233
S 1.5131 0.2205 1.1748
N 0.2090 -1.1790 3.1000
C -0.5644 -1.9616 2.2732
O -0.2574 -2.4064 1.1535
C -1.8636 -2.3641 2.8955
C -2.3203 -1.7879 4.0664
C -3.5715 -2.0818 4.5504
C -4.4713 -2.9867 3.9295
C -3.9443 -3.6461 2.7735
C -2.6954 -3.3124 2.2373
H 2.8199 -3.2715 5.3971
H 4.1794 -2.3647 4.7417
H 2.8365 -2.9628 3.7010
H 2.8407 -0.5237 5.6038
H 1.3053 -1.3703 5.1925
H 3.8857 0.6906 4.3305
H 3.1908 1.3225 2.8024
H 4.7779 -1.3437 2.6854
H 5.5970 0.2115 2.6140
H 4.4460 -0.2071 1.4034
H -1.7740 -0.9774 4.5292
H -3.8546 -1.6485 5.5270
H -5.4769 -3.1396 4.3381
H -4.4961 -4.4529 2.2977
H -2.2547 -3.7245 1.3333
O 4.3147 -3.2420 -4.7492
C 3.0693 -2.9340 -5.2008
O 2.8194 -3.0197 -6.3787
C 2.0018 -2.4554 -4.2385
C 0.7833 -1.9998 -4.8472
C -0.2358 -1.4909 -4.1272
C -0.1581 -1.4210 -2.6624
C 1.0286 -1.9464 -2.1048
C 2.1137 -2.3382 -2.8647
N -1.0808 -0.8199 -1.8928
C -2.2990 -0.5227 -2.2377
C -3.0703 0.4088 -1.4518
C -4.3688 0.7865 -1.8425
C -5.1240 1.6535 -1.0513
C -4.5726 2.1764 0.1329
C -3.2787 1.8326 0.4698
N -2.5779 0.9515 -0.2751
H 4.3597 -2.8389 -3.8507
H 0.7611 -2.0561 -5.9368
H -1.2184 -1.2524 -4.5740
H 1.1176 -2.0344 -1.0421
H 3.1166 -2.5256 -2.3740
H -2.8023 -1.0014 -3.1161
H -4.7333 0.4174 -2.8180
H -6.0618 2.0454 -1.4405
H -5.2039 2.7804 0.8083
H -2.8349 2.2404 1.3848
O -3.3831 4.8997 1.7343
N -2.9771 4.5098 2.8176
O -2.1426 3.5917 2.9977
*
```

---

No. 3
# C31H32AsMnN3O4S4

A structure of composition C31H32AsMnN3O4S4 (ωB97M-V/def2-TZVPD, the Open Molecules 2025 dataset).

Results
- LUMO level (alpha / beta) (eV) = 0.2 / 0.3
- HOMO-LUMO gap (alpha / beta) (eV) = 7.52 / 7.77

Structure (ORCA input):
```
! RIJCOSX wB97M-V def2-TZVPD def2/J DEFGRID3
* xyz 0 2
Mn 1.0947 0.5376 -0.3646
S 1.7563 2.5614 -1.1018
C 0.6956 3.9074 -0.7577
C 1.2297 5.1912 -0.6429
C 0.4043 6.2704 -0.4061
C -0.9689 6.0994 -0.2858
C -1.5156 4.8346 -0.4165
C -0.6944 3.7420 -0.6686
As -1.3914 1.9346 -0.6183
C -1.1297 1.0949 -2.3593
C -0.7115 1.8654 -3.4395
C -0.5909 1.2864 -4.6900
C -0.8773 -0.0588 -4.8558
C -1.2843 -0.8272 -3.7762
C -1.4268 -0.2534 -2.5248
C -3.3355 2.0926 -0.4892
C -3.8869 2.2874 0.7739
C -5.2595 2.3860 0.9239
C -6.0849 2.2737 -0.1851
C -5.5385 2.0702 -1.4419
C -4.1643 1.9816 -1.5992
H 2.2982 5.3162 -0.7260
H 0.8328 7.2552 -0.2946
H -1.6055 6.9474 -0.0822
H -2.5891 4.6814 -0.3435
H -0.4798 2.9148 -3.2845
H -0.2854 1.8858 -5.5354
H -0.7831 -0.5104 -5.8320
H -1.5099 -1.8744 -3.9171
H -1.7731 -0.8384 -1.6724
H -3.2155 2.3432 1.6287
H -5.6902 2.5432 1.9021
H -7.1568 2.3374 -0.0702
H -6.1833 1.9766 -2.3031
H -3.7274 1.8256 -2.5814
S 2.9768 0.0077 1.4297
C 4.3784 0.1792 0.5537
N 5.5744 -0.2860 0.9556
C 6.6482 0.1239 0.0767
C 5.8888 0.7970 -1.0861
N 4.5248 0.8288 -0.6060
H 5.7079 -0.6970 1.8612
H 7.2319 -0.7392 -0.2543
H 7.3224 0.8238 0.5822
H 5.9567 0.2198 -2.0130
H 6.2431 1.8136 -1.2791
H 3.7438 1.0873 -1.1949
S -0.7652 1.0198 1.1674
C -1.1661 -2.4664 6.2966
C -0.8071 -3.0414 4.9609
C -1.7729 -3.2388 3.9787
C -1.4364 -3.7956 2.7562
C -0.1228 -4.1504 2.5187
C 0.8553 -3.9548 3.4739
C 0.5095 -3.4080 4.6956
S 0.3517 -4.8200 0.9345
O -0.2348 -6.1106 0.7144
O 1.7850 -4.7381 0.7907
N -0.4390 -3.7572 -0.1007
C 0.0364 -3.8180 -1.4691
C 1.3753 -3.0942 -1.6914
C 1.3131 -1.6454 -1.2655
O 1.9781 -0.7488 -1.8439
O 0.5767 -1.3054 -0.2976
H -2.1590 -2.0253 6.2830
H -0.4446 -1.7098 6.5984
H -1.1518 -3.2538 7.0498
H -2.7949 -2.9445 4.1691
H -2.1745 -3.9576 1.9860
H 1.8715 -4.2308 3.2386
H 1.2679 -3.2502 5.4488
H -0.3191 -2.8082 0.2516
H -0.7372 -3.3812 -2.1112
H 0.1391 -4.8776 -1.7196
H 1.6871 -3.1480 -2.7359
H 2.1285 -3.5804 -1.0643
*
```